C2H2IN3 | ωB97M-V with the def2-TZVPD basis set

Structure (XYZ):
```
8
Properties=species:S:1:pos:R:3:forces:R:3
C 0.127 0.752 -0.518 2.4 0.7 -0.9
C 0.194 -0.340 0.577 0.7 1.8 -1.1
N -1.099 -0.641 1.074 -0.4 -0.2 2.3
N -1.653 -0.750 0.000 0.9 0.4 -2.1
N -0.263 -0.556 -0.820 -1.9 -2.3 -0.2
I 1.992 -0.936 1.438 -0.2 -0.1 0.0
H -0.466 1.653 -0.752 -0.1 -0.6 1.0
H 1.168 0.818 -0.999 -1.3 0.3 1.0
```
Forces are in eV/Å.

## Properties
Energy above the lowest of the compared OMol25 structures with the same formula, charge and spin, kcal/mol: 100.7
Max |F|, eV Å⁻¹: 2.98
Molecular weight, Da: 194.96
HOMO energy, eV: -9.8

C31H49AuBIN3P2S | ωB97M-V with the def2-TZVPD basis set

Structure (XYZ):
```
89
Properties=species:S:1:pos:R:3:forces:R:3
Au 0.383 0.337 -0.645 -1.6 0.0 -0.5
C -0.124 -3.129 -2.923 0.1 -0.1 0.0
C 0.284 -3.416 -1.470 -0.4 0.0 -0.2
C -0.001 -4.877 -1.118 0.0 0.0 0.0
C 1.782 -3.140 -1.336 0.1 -0.1 0.1
P -0.606 -2.193 -0.366 1.4 0.1 0.5
C 0.222 -2.419 1.294 -0.2 -0.1 0.0
N -0.001 -1.174 1.998 0.3 -0.2 0.3
B 0.030 0.070 1.340 -0.3 0.1 -0.2
N -0.494 1.044 2.207 0.1 0.0 0.5
C -0.796 2.387 1.824 -0.1 0.2 0.0
P -0.477 2.536 -0.017 0.4 -0.3 0.8
C 0.901 3.771 -0.141 -0.1 0.0 -0.4
C 0.415 5.192 0.151 0.1 0.0 0.0
C 1.987 3.365 0.858 0.0 0.1 0.1
C 1.485 3.684 -1.561 0.0 0.1 0.0
C -2.136 3.121 -0.647 0.1 -0.2 -0.4
C -3.020 1.868 -0.582 -0.1 0.1 0.0
C -2.054 3.606 -2.099 -0.1 0.1 0.0
C -2.743 4.244 0.203 0.0 0.1 0.0
C -0.841 0.403 3.412 0.0 0.2 -0.2
C -1.404 0.906 4.569 0.0 0.0 0.1
C -1.687 0.008 5.595 0.0 0.0 0.0
C -1.402 -1.346 5.462 0.0 0.0 -0.1
C -0.815 -1.850 4.303 0.0 0.0 0.1
C -0.540 -0.964 3.280 0.1 -0.1 -0.3
C -2.378 -2.657 -0.005 -0.2 0.5 -0.3
C -2.993 -1.465 0.744 -0.1 0.0 0.0
C -2.550 -3.914 0.847 0.0 0.0 0.0
C -3.118 -2.809 -1.342 0.0 0.0 0.0
H 0.402 -3.827 -3.580 0.0 0.0 0.0
H 0.150 -2.116 -3.217 0.0 0.0 0.0
H -1.192 -3.251 -3.094 0.0 0.0 0.0
H 0.674 -5.512 -1.699 0.0 0.0 0.0
H -1.020 -5.167 -1.375 0.0 0.0 0.0
H 0.173 -5.093 -0.060 0.0 0.0 0.0
H 2.296 -3.543 -2.212 0.0 0.0 0.0
H 2.214 -3.614 -0.452 0.0 0.0 0.0
H 1.994 -2.074 -1.298 0.0 0.0 0.0
H 1.281 -2.590 1.113 0.1 0.0 0.1
H -0.163 -3.256 1.872 0.0 -0.1 -0.1
H -0.192 3.119 2.364 0.0 0.0 0.0
H -1.839 2.609 2.039 -0.1 0.0 0.0
H -0.130 5.261 1.096 0.0 0.0 0.0
H -0.219 5.576 -0.647 0.0 0.0 0.0
H 1.287 5.847 0.225 0.0 0.0 0.0
H 1.744 3.649 1.882 0.0 0.0 0.0
H 2.913 3.878 0.586 0.0 0.0 0.0
H 2.179 2.293 0.826 0.0 0.1 0.0
H 0.725 3.744 -2.339 0.0 0.0 0.0
H 2.024 2.746 -1.705 0.0 0.0 0.0
H 2.186 4.510 -1.705 0.0 0.0 0.0
H -2.618 1.075 -1.216 0.0 0.1 0.0
H -4.018 2.121 -0.948 0.0 0.0 0.0
H -3.122 1.489 0.438 0.0 0.1 0.0
H -1.704 2.828 -2.769 0.0 0.0 0.0
H -1.408 4.480 -2.203 0.0 0.0 0.0
H -3.058 3.899 -2.416 0.0 0.0 0.0
H -2.761 4.044 1.271 -0.1 0.0 0.0
H -3.780 4.365 -0.118 0.0 0.0 0.0
H -2.236 5.194 0.043 0.0 0.0 0.0
H -1.619 1.962 4.678 0.0 0.0 0.0
H -2.135 0.370 6.511 0.0 0.0 0.0
H -1.638 -2.022 6.274 0.0 0.0 0.0
H -0.583 -2.905 4.215 0.0 0.0 0.0
H -2.547 -1.313 1.727 0.0 0.0 0.0
H -4.059 -1.659 0.893 0.0 0.0 0.0
H -2.893 -0.547 0.169 0.0 -0.1 0.0
H -2.214 -3.763 1.873 0.0 0.0 0.0
H -2.048 -4.787 0.439 0.0 0.0 0.0
H -3.619 -4.139 0.891 0.0 0.0 0.0
H -2.958 -1.946 -1.993 0.0 0.0 0.0
H -4.190 -2.886 -1.144 0.0 0.0 0.0
H -2.816 -3.708 -1.877 0.0 0.0 0.0
I -0.080 0.732 -3.322 0.1 -0.2 -0.1
S 4.960 -0.321 0.809 0.1 0.0 0.1
C 3.300 0.069 0.701 -0.1 -0.1 -0.1
N 2.772 0.050 -0.485 0.2 -0.1 0.0
C 3.734 -0.299 -1.444 -0.1 0.2 0.1
C 3.527 -0.407 -2.820 0.0 0.0 0.0
C 4.595 -0.762 -3.615 0.0 0.0 0.0
C 5.862 -1.011 -3.066 0.0 0.0 0.0
C 6.081 -0.906 -1.710 0.0 0.0 0.0
C 4.999 -0.544 -0.906 0.1 0.0 0.0
H 2.733 0.302 1.594 0.0 0.0 0.0
H 2.551 -0.205 -3.242 0.0 0.0 0.0
H 4.452 -0.847 -4.684 0.0 0.0 0.0
H 6.682 -1.287 -3.716 0.0 0.0 0.0
H 7.057 -1.093 -1.284 0.0 0.0 0.0
```
Forces are in eV/Å.

## Properties
Max |F|, eV Å⁻¹: 1.65
Molecular weight, Da: 892.45
HOMO energy, eV: -10.6
Net charge: +1

C20H41ClN7O5P3 | ωB97M-V with the def2-TZVPD basis set

Structure (XYZ):
```
77
Properties=species:S:1:pos:R:3:forces:R:3
O -1.956 1.893 -0.994 0.6 0.2 -0.2
C -0.771 1.924 -0.817 0.7 0.4 -0.2
N -0.096 0.963 0.044 0.4 0.2 -1.2
C 1.302 1.275 0.159 0.1 1.1 -1.7
O 2.136 0.730 0.827 -0.6 -0.2 -0.4
C 1.565 2.465 -0.805 -0.7 1.9 -1.3
C 0.295 2.884 -1.406 1.8 0.0 0.3
C 0.190 3.984 -2.349 2.0 -0.5 1.0
C 1.433 4.698 -2.683 -0.2 -1.8 1.4
C 2.716 4.285 -2.073 -1.8 -0.6 0.2
C 2.807 3.177 -1.128 -1.9 1.1 -0.1
P 4.369 2.586 -0.269 0.5 -0.9 -0.1
O 5.642 3.597 -0.728 -1.4 0.1 0.2
Cl 4.010 3.078 1.764 0.3 0.5 -1.2
H -0.260 0.057 -0.424 0.1 0.0 0.9
H -0.805 4.268 -2.760 1.0 -0.2 0.3
H 1.392 5.569 -3.383 0.1 -1.0 0.8
H 3.634 4.866 -2.323 -0.9 -0.6 0.3
H 5.782 3.571 -1.692 -0.1 -0.1 0.4
O -0.876 2.007 7.133 2.5 2.1 -1.6
P -0.716 1.272 5.799 -4.6 -4.7 2.4
N -2.395 1.329 5.393 -1.1 -0.1 -0.7
C -3.405 0.676 6.205 0.2 -0.2 0.3
C -2.840 2.680 5.060 0.5 0.0 -0.1
N -0.198 -0.213 6.473 1.1 -0.1 0.9
C -0.916 -1.467 6.422 0.2 -0.3 -0.8
C 0.565 -0.144 7.716 -0.1 0.4 0.2
N -0.397 0.513 4.212 1.5 2.2 -0.9
C 0.746 1.167 3.551 0.4 -0.5 0.1
C -1.398 0.180 3.207 -0.6 0.3 0.0
H -4.395 0.803 5.755 0.1 0.2 -0.1
H -3.440 1.059 7.232 -0.1 0.0 0.1
H -3.257 -0.403 6.234 0.2 0.0 0.1
H -2.147 3.136 4.344 0.0 0.0 0.0
H -2.878 3.323 5.947 0.0 0.1 0.0
H -3.825 2.665 4.585 0.0 -0.1 0.0
H -1.666 -1.539 7.218 0.0 0.0 0.0
H -0.225 -2.308 6.546 0.1 0.1 0.1
H -1.405 -1.636 5.462 -0.1 0.2 0.0
H -0.090 -0.029 8.588 0.1 0.0 0.1
H 1.259 0.696 7.693 -0.2 0.0 0.1
H 1.170 -1.044 7.854 -0.2 -0.1 -0.2
H 0.472 2.162 3.181 0.1 0.0 -0.2
H 1.125 0.572 2.718 -0.2 0.0 0.2
H 1.574 1.287 4.259 -0.1 0.0 0.1
H -1.850 1.066 2.749 -0.1 -0.1 -0.1
H -2.188 -0.451 3.613 0.0 0.3 0.2
H -0.934 -0.408 2.408 0.4 0.2 0.1
O 0.210 -1.173 -2.919 2.5 2.4 -1.0
P 0.475 -1.834 -4.275 -4.7 -5.0 1.8
N -1.172 -1.789 -4.788 -1.0 0.0 -0.8
C -2.219 -2.505 -4.078 0.1 -0.3 0.3
C -1.627 -0.431 -5.082 0.5 0.0 -0.1
N 0.977 -3.341 -3.646 1.0 0.0 0.9
C 0.290 -4.604 -3.811 0.2 -0.3 -0.8
C 1.654 -3.324 -2.351 -0.1 0.4 0.2
N 0.915 -2.503 -5.876 1.5 2.2 -0.8
C 2.083 -1.795 -6.425 0.4 -0.3 0.1
C -0.011 -2.802 -6.961 -0.6 0.3 -0.1
H -3.179 -2.374 -4.587 0.1 0.3 0.0
H -2.330 -2.177 -3.039 -0.1 0.0 0.0
H -2.048 -3.580 -4.095 0.2 0.0 0.1
H -0.899 0.076 -5.726 0.0 0.0 0.0
H -1.738 0.163 -4.168 0.0 0.1 0.0
H -2.578 -0.441 -5.620 0.0 -0.1 0.0
H -0.510 -4.730 -3.072 0.0 0.0 0.0
H 0.988 -5.437 -3.683 0.0 0.1 0.1
H -0.130 -4.730 -4.809 -0.1 0.2 0.0
H 0.940 -3.267 -1.522 0.1 0.0 0.1
H 2.331 -2.473 -2.284 -0.2 0.0 0.1
H 2.267 -4.220 -2.220 -0.2 -0.1 -0.2
H 1.814 -0.789 -6.763 0.1 0.0 -0.2
H 2.526 -2.342 -7.260 -0.1 0.0 0.0
H 2.859 -1.698 -5.658 -0.1 0.0 0.1
H -0.451 -1.901 -7.402 -0.1 -0.1 -0.1
H -0.812 -3.466 -6.643 0.0 0.2 0.2
H 0.517 -3.338 -7.757 0.4 0.2 0.2
```
Forces are in eV/Å.

## Properties
Energy above the lowest of the compared OMol25 structures with the same formula, charge and spin, kcal/mol: 16.1
Max |F|, eV Å⁻¹: 7.13
Molecular weight, Da: 587.97
HOMO energy, eV: -7.8

C2H3N3OS | ωB97M-V with the def2-TZVPD basis set

Structure (XYZ):
```
10
Properties=species:S:1:pos:R:3:forces:R:3
C -1.687 -1.028 -0.233 3.2 1.2 2.3
C -0.735 0.855 0.214 3.6 2.9 -2.5
H 2.788 -0.899 0.892 -2.2 1.8 -2.0
H -2.247 -1.892 -0.420 -1.3 -0.6 -0.4
H 0.433 2.394 0.131 3.3 0.5 0.6
N 0.281 -0.274 0.384 1.1 2.6 0.8
N -1.936 0.216 -0.015 -0.3 -1.7 -1.0
N -0.462 2.151 -0.095 -4.7 -5.6 1.5
O -0.346 -1.457 0.081 -2.6 0.6 -1.4
S 1.947 -0.097 -0.191 -0.1 -1.7 2.2
```
Forces are in eV/Å.

## Properties
Energy above the lowest of the compared OMol25 structures with the same formula, charge and spin, kcal/mol: 85.8
Max |F|, eV Å⁻¹: 7.46
Molecular weight, Da: 117.13
HOMO energy, eV: -9.0

Number 1: orbital gap 0.3564 Eh, DFT total energy -14672.364 eV. Number 2: orbital gap 0.2691 Eh, DFT total energy -79294.461 eV. Number 3: orbital gap 0.2493 Eh, DFT total energy -82457.410 eV. Number 4: orbital gap 0.3224 Eh, DFT total energy -19471.365 eV.